{"formula": "C29H42IrN3O3", "method": "ωB97M-V/def2-TZVPD", "species": ["Ir", "C", "C", "C", "C", "C", "C", "C", "C", "N", "C", "C", "C", "C", "N", "C", "C", "C", "C", "C", "C", "C", "C", "H", "H", "H", "H", "H", "H", "H", "H", "H", "H", "H", "H", "H", "H", "H", "H", "H", "H", "H", "H", "H", "H", "H", "H", "C", "H", "H", "H", "C", "O", "C", "C", "H", "H", "H", "H", "H", "H", "O", "C", "O", "C", "N", "C", "C", "C", "H", "H", "H", "H", "H", "H", "H", "H", "H"], "positions_angstrom": [[0.8585, -0.1486, -0.6644], [-0.0329, -4.0650, -0.7961], [-1.1406, -3.5007, -1.6312], [-1.7283, -4.2689, -2.6265], [-2.7942, -3.7843, -3.3648], [-3.2774, -2.5198, -3.1124], [-2.6962, -1.7101, -2.1343], [-3.2587, -0.3392, -1.8928], [-1.6144, -2.2090, -1.4171], [-0.9505, -1.4004, -0.4216], [-1.3372, -1.3961, 0.8556], [-2.5953, -2.0711, 1.2865], [-0.5627, -0.7381, 1.8472], [-1.0540, -0.6783, 3.2522], [0.5677, -0.1007, 1.4972], [1.5807, 0.3243, 2.4086], [2.2567, -0.5952, 3.2165], [1.8832, -2.0455, 3.2652], [3.3068, -0.1229, 4.0034], [3.6655, 1.2128, 3.9919], [2.9681, 2.1077, 3.2007], [1.9211, 1.6759, 2.4012], [1.1485, 2.6471, 1.5573], [0.2144, -5.0853, -1.1016], [-0.2785, -4.0747, 0.2724], [0.8486, -3.4471, -0.8797], [-1.3572, -5.2787, -2.7958], [-3.2481, -4.4038, -4.1224], [-4.1309, -2.1319, -3.6598], [-4.2974, -0.2838, -2.2142], [-2.6925, 0.4009, -2.4706], [-3.2037, -0.0469, -0.8450], [-3.1192, -2.5013, 0.4380], [-3.2681, -1.3624, 1.7701], [-2.3995, -2.8690, 2.0100], [-2.0044, -0.1328, 3.2893], [-0.3431, -0.1624, 3.8928], [-1.2264, -1.6684, 3.6746], [1.4389, -2.3930, 2.3299], [1.1540, -2.2294, 4.0567], [2.7574, -2.6688, 3.4888], [3.8543, -0.8236, 4.6284], [4.4898, 1.5523, 4.6073], [3.2350, 3.1552, 3.1977], [1.6118, 3.6330, 1.5638], [0.1151, 2.7246, 1.9010], [1.0842, 2.3192, 0.5153], [2.2799, 0.9928, -1.7631], [3.2586, 0.8352, -1.2786], [2.0211, 2.0497, -1.7118], [2.3534, 0.6931, -2.8139], [4.0720, -2.0518, 0.0244], [2.6371, -2.0319, -0.0358], [1.9896, -1.7775, -1.1881], [2.6567, -2.0581, -2.4952], [4.4767, -1.0853, -0.2686], [4.4751, -2.8327, -0.6222], [4.3206, -2.2559, 1.0634], [2.9365, -3.1168, -2.5251], [3.5664, -1.4689, -2.6482], [1.9620, -1.8713, -3.3167], [-1.9344, 1.6278, 0.6168], [-1.6223, 2.0103, -0.4886], [-0.6607, 1.5655, -1.2499], [-2.3747, 3.1922, -1.1717], [-1.4101, 3.6804, -2.2173], [-0.7432, 4.8751, -1.6181], [-1.8661, 5.5482, -0.8437], [-2.6496, 4.3797, -0.2416], [-3.2523, 2.7988, -1.6793], [-1.8426, 3.8905, -3.1110], [-0.7727, 2.8694, -2.2983], [-0.2971, 5.4711, -2.4061], [0.0426, 4.4986, -0.9580], [-2.4875, 6.1318, -1.5276], [-1.4698, 6.2268, -0.0912], [-3.7145, 4.5950, -0.1654], [-2.2991, 4.1223, 0.7612]], "lumo_ha": [-0.088, -0.172], "homo_lumo_gap_ev": [6.500, 6.258], "spin_multiplicity": 6, "largest_force_ev_per_a": 0.9, "total_charge": 1, "e_homo_ev": [-8.894, -10.928]}